A single C3H5N5 molecule, computed with ωB97M-V/def2-TZVPD.

Properties
- molar mass (g mol⁻¹) = 111.1
- energy above the lowest of the compared OMol25 structures with the same formula, charge and spin (kcal/mol) = 154.1
- charge = 0
- electronic energy (eV) = -10636.19330
- max |F| (eV/A) = 6.50

Element x y z (Å)
H: -3.37149 -1.30790 -0.11068
N: -2.90769 -0.26662 0.35213
C: -1.57123 -0.30527 0.09273
C: -0.98663 0.92594 -0.07842
C: 0.35323 0.95813 -0.01449
N: 1.05250 -0.31907 0.20730
N: 2.41431 -0.37570 0.13940
N: 0.56467 -1.56753 -0.05133
N: -0.73458 -1.64020 -0.26531
H: -1.52852 1.79058 -0.41108
H: 1.03030 1.91830 -0.43937
H: 2.82675 0.55883 -0.49792
H: 2.85838 -0.36948 1.07705

---

A single C3H5N5 molecule, computed with ωB97M-V/def2-TZVPD.

Properties
- molar mass (g mol⁻¹) = 111.1
- energy above the lowest of the compared OMol25 structures with the same formula, charge and spin (kcal/mol) = 116.1
- charge = 0
- electronic energy (eV) = -10637.83774
- max |F| (eV/A) = 9.83

Element x y z (Å)
H: 1.32801 2.13061 -0.17790
N: 1.80740 1.37215 -0.28423
C: 1.35040 0.21574 0.09695
C: 2.14543 -1.11911 0.05217
N: -0.01539 0.00107 0.29273
N: -0.82527 1.04632 0.16955
C: -1.97565 0.56176 -0.07641
N: -2.11943 -0.74295 -0.19378
N: -0.89407 -1.17233 -0.10219
H: 1.95600 -1.83912 0.86577
H: 3.16861 -0.91348 0.01230
H: 1.70704 -1.98059 -0.79073
H: -2.95334 1.12243 0.47968

---

A 2-piece molecular cluster, C3H5N5 overall, computed with ωB97M-V/def2-TZVPD.

Properties
- molar mass (g mol⁻¹) = 111.1
- energy above the lowest of the compared OMol25 structures with the same formula, charge and spin (kcal/mol) = 175.0
- charge = 0
- electronic energy (eV) = -10635.28379
- max |F| (eV/A) = 7.91

Element x y z (Å)
C: -2.03144 0.02821 -0.25849
C: -1.06221 -0.87688 0.11573
C: 0.56814 0.84875 0.05254
H: -1.93760 1.20606 -0.81379
H: -2.94347 -0.65689 -0.25032
H: -1.03221 -2.21330 0.84200
H: 1.68696 -1.91667 0.46570
H: 0.52959 2.59260 -0.16791
N: 0.33402 -0.38897 0.14879
N: 1.50584 -1.21449 -0.19114
N: 2.41625 -0.25532 -0.12904
N: 2.04649 0.94020 -0.06276
N: -0.08036 1.90667 0.24868

---

C3H5N5 as an isolated structure, computed with ωB97M-V/def2-TZVPD.

Properties
- molar mass (g mol⁻¹) = 111.1
- energy above the lowest of the compared OMol25 structures with the same formula, charge and spin (kcal/mol) = 121.5
- charge = 0
- electronic energy (eV) = -10637.60360
- max |F| (eV/A) = 7.29

Element x y z (Å)
C: -1.86522 0.17726 -0.26123
C: 0.25678 1.42501 0.06773
C: 1.44484 -0.23489 -0.04151
H: -1.57547 -1.65456 -0.30622
H: -2.76383 1.02868 -0.46731
H: -0.23923 2.47548 0.21085
H: 3.41376 -1.12097 -0.50339
H: 0.13622 -0.82641 1.29961
N: -2.31269 -1.04780 -0.23751
N: -0.57739 0.48233 0.38329
N: 1.51959 1.07118 -0.37916
N: 2.31843 -1.16157 -0.11307
N: 0.24421 -0.61374 0.34793